(1)
Here is a molecular structure, C29H72InN5O14V from the OMol25 dataset. Energies are from ωB97M-V/def2-TZVPD.

XYZ file:
```
122
C29H72InN5O14V (ωB97M-V/def2-TZVPD)
In 10.180 -15.678 7.446
V 9.739 -15.608 12.524
O 9.182 -13.058 6.554
O 9.080 -16.880 13.198
O 16.303 -19.127 12.766
O 9.369 -14.349 13.454
O 10.972 -19.038 10.896
O 7.920 -21.763 6.153
O 12.094 -11.142 5.198
O 10.361 -16.826 10.724
O 14.417 -22.018 9.177
O 7.968 -20.336 10.729
O 10.393 -18.150 8.949
O 12.989 -21.244 14.863
O 7.949 -17.631 7.373
O 12.950 -16.321 7.812
N 17.228 -19.887 10.113
N 9.928 -21.121 8.571
N 7.690 -15.313 5.816
N 12.711 -18.390 13.173
N 12.209 -13.975 6.285
C 7.355 -18.202 8.537
C 12.555 -12.247 4.467
C 13.945 -18.954 12.625
C 11.915 -20.535 14.296
C 17.533 -18.943 13.509
C 15.108 -20.923 9.752
C 7.612 -20.055 12.083
C 7.024 -17.578 6.305
C 8.058 -14.291 4.832
C 15.181 -18.584 13.435
C 11.855 -13.501 4.940
C 13.486 -17.374 8.590
C 8.272 -12.961 5.489
C 8.134 -22.932 5.380
C 17.312 -22.300 9.974
C 12.241 -19.036 14.397
C 10.152 -21.349 7.179
C 13.551 -14.592 6.262
C 8.795 -21.855 9.109
C 8.964 -20.880 6.230
C 13.848 -15.258 7.586
C 12.799 -22.655 14.813
C 7.510 -16.639 5.243
C 16.594 -21.043 9.462
C 8.609 -21.592 10.591
C 9.609 -11.807 7.090
C 10.556 -17.951 10.175
C 13.034 -21.858 9.180
C 12.499 -9.915 4.641
H 7.346 -12.540 5.908
H 10.392 -22.402 7.016
H 16.836 -19.777 11.058
H 12.779 -22.986 13.766
H 7.991 -17.984 9.392
H 11.827 -20.883 13.252
H 8.625 -19.931 6.658
H 8.452 -17.037 4.849
H 17.373 -22.249 11.063
H 12.329 -13.166 6.897
H 8.992 -14.574 4.332
H 13.523 -15.353 5.478
H 10.966 -20.745 6.767
H 7.967 -22.339 11.066
H 6.400 -17.723 8.766
H 7.316 -14.207 4.029
H 18.238 -19.488 12.881
H 7.860 -21.567 8.601
H 18.338 -22.316 9.605
H 15.225 -17.491 13.451
H 14.333 -17.829 8.061
H 15.115 -19.045 14.424
H 13.590 -9.820 4.603
H 14.060 -18.540 11.616
H 17.470 -19.451 14.471
H 12.621 -21.643 10.183
H 6.871 -18.578 5.871
H 6.850 -20.764 12.417
H 9.671 -20.123 8.621
H 8.932 -23.541 5.836
H 12.301 -12.086 3.411
H 14.725 -20.022 9.258
H 9.412 -20.619 5.264
H 10.947 -19.644 10.116
H 11.911 -14.305 4.204
H 7.237 -23.532 5.482
H 8.490 -20.245 12.715
H 12.729 -18.142 8.719
H 17.789 -17.887 13.564
H 13.830 -20.037 12.452
H 8.490 -22.766 4.363
H 13.603 -23.128 15.364
H 18.228 -20.055 10.170
H 9.579 -21.562 11.105
H 13.649 -12.327 4.474
H 10.424 -12.061 7.766
H 14.344 -13.900 5.968
H 12.035 -18.686 12.462
H 6.004 -17.378 6.658
H 6.827 -16.641 4.384
H 9.978 -11.131 6.317
H 10.985 -20.750 14.837
H 6.777 -15.005 6.154
H 10.780 -13.304 4.914
H 12.028 -9.749 3.668
H 12.679 -21.089 8.486
H 7.275 -19.286 8.436
H 11.822 -22.893 15.247
H 12.576 -22.826 8.971
H 14.916 -20.957 10.833
H 13.045 -18.965 15.132
H 16.683 -20.873 8.382
H 8.888 -22.931 8.950
H 7.316 -19.014 12.126
H 8.788 -11.306 7.609
H 8.580 -12.281 4.683
H 16.818 -23.226 9.679
H 13.856 -17.010 9.554
H 11.412 -18.497 14.854
H 12.236 -9.048 5.251
H 14.895 -15.578 7.607
H 13.809 -14.514 8.395
```

The calculation puts the highest occupied orbital energy at -14.991 eV. The calculation puts the total energy at -98181.8928 eV. The value obtained for the gap between HOMO and LUMO is 0.064 Eh. As for the spin multiplicity: 1. As for the LUMO energy: -13.2449 eV. Its charge is +3. The calculation puts the relative energy (zero: lowest compared OMol25 entry of this formula, charge and spin) at 0.0 kcal/mol.

***

(2)
Here is 3 unconnected molecules or ions with the total composition C29H76BBrIN9O10P4 from the OMol25 dataset. Energies are from ωB97M-V/def2-TZVPD.

XYZ file:
```
131
C29H76BBrIN9O10P4 (ωB97M-V/def2-TZVPD)
I 2.929 -5.935 3.034
Br -0.981 -4.370 -6.097
P 2.955 -2.633 -3.080
P 3.698 -4.692 -3.054
P 2.676 4.989 2.655
P -5.667 0.730 -1.818
O 0.709 -3.936 1.705
O 1.382 -2.590 3.510
O 4.483 -4.872 -4.288
O 2.154 -0.606 6.234
O 4.661 -4.953 -1.790
O 0.608 -2.493 -1.511
O -4.681 -0.191 -2.421
O 2.376 3.810 3.496
O 2.532 -5.800 -2.972
O -0.383 -0.643 -3.866
N 1.638 4.754 1.322
N 3.874 5.741 1.700
N 1.858 0.053 -3.016
N -0.675 -4.175 -0.356
N 0.756 -0.890 0.858
N 2.199 6.327 3.576
N -6.919 0.856 -0.667
N -6.436 1.482 -3.126
N -4.666 1.826 -0.977
C 2.704 6.394 4.941
C 4.501 4.827 0.719
C -6.555 0.303 0.658
C -8.191 0.220 -1.074
C 1.009 -1.436 4.237
C -6.963 0.606 -4.165
C 0.900 3.498 1.275
C 0.342 -3.351 2.921
C 0.911 5.804 0.639
C 0.292 -3.425 -3.806
C 5.029 -4.519 1.507
C 2.293 -0.842 4.834
C -1.044 -2.709 2.883
C 0.507 -3.313 -5.312
C -2.343 -2.707 -1.485
C 2.729 0.409 4.080
C 4.966 6.371 2.473
C 1.782 -3.891 -5.904
C 1.429 -3.334 0.644
C -3.241 1.524 -0.942
C 1.838 -1.863 0.690
C 1.560 7.528 3.076
C 0.655 -3.663 -0.718
C -1.771 -4.112 -1.328
C 2.763 -4.129 0.552
C 3.559 -4.252 1.859
C -4.891 3.254 -0.882
C -6.851 2.869 -3.195
C 1.095 -2.514 -2.864
B 0.823 -0.972 -3.268
H 3.083 -1.582 4.672
H 2.431 -1.616 -0.192
H 3.542 -3.340 2.446
H 2.706 5.403 5.394
H 3.198 0.139 3.130
H 1.535 2.664 1.562
H -5.947 3.488 -0.759
H 2.525 -1.726 1.522
H -8.652 0.774 -1.889
H 1.417 0.811 -2.493
H 2.602 -6.277 -2.132
H -1.483 -2.682 3.880
H -4.503 3.793 -1.755
H -8.067 -0.823 -1.382
H 3.426 -3.632 -0.158
H -1.055 -1.715 2.451
H 0.378 -4.478 -3.531
H 5.045 4.009 1.202
H -0.030 6.052 1.145
H 1.500 8.272 3.870
H -0.748 -3.174 -3.623
H 0.662 5.482 -0.377
H -1.595 -4.605 -2.290
H 1.230 -4.426 -1.257
H -2.733 1.807 -1.875
H 0.340 -2.317 -5.714
H 5.560 -4.798 2.419
H -7.443 3.032 -4.094
H 2.048 -4.861 -5.499
H 1.902 1.093 3.885
H 5.736 6.721 1.787
H 5.507 -3.609 1.140
H -2.779 2.068 -0.115
H 5.475 -5.335 -2.152
H 1.065 -0.119 1.432
H -5.671 0.799 1.049
H -1.011 -0.285 -3.224
H -0.526 -5.157 -0.158
H -7.068 1.148 -5.105
H 0.338 -1.654 5.070
H -2.480 -2.309 -0.476
H -7.941 0.177 -3.910
H 0.207 -4.206 3.596
H 1.652 -3.965 -6.983
H 5.431 5.688 3.190
H 2.105 7.997 2.249
H 0.567 3.318 0.249
H -1.676 -2.036 -2.008
H -1.653 -3.369 2.266
H -6.359 -0.773 0.619
H 3.477 0.960 4.648
H 3.502 -2.086 -1.910
H 0.452 -0.542 -0.039
H 3.727 6.790 5.001
H 1.509 6.707 0.536
H 2.551 -5.152 0.234
H 5.200 5.390 0.101
H 2.593 -3.175 -5.771
H 2.060 0.497 -3.912
H -5.997 3.544 -3.259
H -7.475 3.178 -2.349
H 5.131 -5.357 0.819
H -8.889 0.247 -0.239
H -3.071 0.464 -0.768
H 0.021 3.502 1.931
H -3.325 -2.745 -1.951
H 2.063 7.025 5.557
H 0.578 -0.677 3.585
H 3.749 4.399 0.061
H 2.913 -1.006 6.666
H -2.584 -4.694 -0.884
H -7.372 0.481 1.357
H 0.536 7.338 2.752
H -4.382 3.651 0.001
H -6.275 -0.220 -4.348
H 4.600 7.246 3.008
```

The calculation puts the highest occupied orbital energy at -8.612 eV. The calculation puts the total energy at -181169.1834 eV. The value obtained for the gap between HOMO and LUMO is 0.321 Eh. As for the spin multiplicity: 1. As for the LUMO energy: 0.1314 eV. Its SMILES is CCN[C@@H](O[C@](C[C@@H](C)Br)(PP(=O)(O)O)B(N)O)[C@](CN)(C[C@H](C)I)O[C@H](C)OC[C@@H](C)O.CN(C)P(=O)(N(C)C)N(C)C.CN(C)P(=O)(N(C)C)N(C)C. Its charge is 0.